Entry 1:
DFT (wB97M-V/def2-TZVPD) results for a cluster of 4 separate species, C21H20BNO16 in total.

Results
**SMILES**: O=C1C=C(O)C(=O)C=C1O.O=C1C=C(O)C(=O)C=C1O.O=C1C=C(O)C(=O)C=C1O.CCOB(O)OC(N)=O
**Gap between HOMO and LUMO**: 8.0 eV
**LUMO level**: -1.59 eV
**Highest occupied orbital energy**: -9.624 eV

```
! RIJCOSX wB97M-V def2-TZVPD def2/J DEFGRID3
* xyz 0 1
O -7.6382 4.0250 1.5235
C -7.3845 3.0697 0.8123
C -6.7349 3.1546 -0.4777
C -6.5135 2.0361 -1.1866
O -5.9195 2.0518 -2.3691
C -6.9300 0.6733 -0.6719
O -6.7120 -0.2910 -1.3786
C -7.5657 0.5904 0.6305
C -7.7805 1.7107 1.3321
O -8.3530 1.7369 2.5266
H -6.4447 4.1323 -0.8353
H -5.8445 1.1378 -2.7217
H -7.8493 -0.3871 0.9937
H -8.3843 2.6775 2.7902
O 1.1116 -3.3370 3.8284
C 1.3540 -2.7901 2.7695
C 2.6377 -2.2104 2.4219
C 2.7830 -1.6203 1.2282
O 3.9122 -1.0615 0.8158
C 1.6534 -1.5355 0.2321
O 1.8824 -0.9640 -0.8194
C 0.3769 -2.1280 0.5681
C 0.2312 -2.7211 1.7617
O -0.8920 -3.2914 2.1686
H 3.4393 -2.2740 3.1446
H 3.7365 -0.7074 -0.0779
H -0.4173 -2.0675 -0.1640
H -0.7149 -3.6332 3.0668
O 7.9144 1.1304 5.2666
C 7.7808 1.0729 4.0587
C 8.1973 2.1104 3.1360
C 7.9828 1.9417 1.8240
O 8.3226 2.8292 0.9013
C 7.3189 0.7037 1.2700
O 7.1533 0.6604 0.0645
C 6.9233 -0.3415 2.1902
C 7.1358 -0.1730 3.5019
O 6.8022 -1.0659 4.4225
H 8.6690 2.9941 3.5414
H 8.0463 2.4496 0.0444
H 6.4562 -1.2265 1.7829
H 7.0659 -0.6819 5.2816
C 0.8250 -0.1774 -3.8536
C -0.1708 0.3272 -2.8340
O -1.0239 -0.7277 -2.3469
B -1.8973 -1.3270 -3.1840
O -2.3853 -2.5880 -2.8925
O -2.3285 -0.6600 -4.3575
C -3.5729 -0.1260 -4.4219
N -4.3952 -0.3140 -3.2732
O -3.9322 0.4731 -5.3960
H 1.4803 0.6532 -4.1338
H 1.4453 -0.9675 -3.4253
H 0.3411 -0.5246 -4.7688
H 0.3621 0.7045 -1.9596
H -0.7632 1.1558 -3.2328
H -2.2172 -3.2008 -3.6194
H -4.5131 -1.2888 -3.0286
H -4.0628 0.2076 -2.4706
*
```

***

Entry 2:
DFT (wB97M-V/def2-TZVPD) results for an isolated molecule of C4H5NO.

Results
**Gap between HOMO and LUMO**: 9.0 eV
**ΔE to the lowest compared entry with this formula, charge and spin**: 110.5 kcal per mole
**LUMO level**: -0.23 eV
**Highest occupied orbital energy**: -9.189 eV

```
! RIJCOSX wB97M-V def2-TZVPD def2/J DEFGRID3
* xyz 0 1
N 2.6594 -0.8455 -0.0560
C 1.6851 -0.2444 0.0744
C 0.4497 0.5471 0.2463
C -0.6447 0.2844 -0.8397
C -1.1232 -0.7454 1.3363
O -0.2311 0.2399 1.4699
H 0.7396 1.6039 0.3219
H -1.1035 1.2082 -1.1803
H -0.2602 -0.2940 -1.6886
H -1.4883 -0.2237 -0.3507
H -0.6830 -1.5306 0.6665
*
```

***

Entry 3:
DFT (wB97M-V/def2-TZVPD) results for a cluster of 15 separate species, C57H99N17O3PS in total.

Results
**Gap between HOMO and LUMO**: 6.7 eV
**LUMO level**: -3.67 eV
**Highest occupied orbital energy**: -10.325 eV

```
! RIJCOSX wB97M-V def2-TZVPD def2/J DEFGRID3
* xyz 1 1
C 6.0358 -3.2618 2.2918
C 4.5244 -3.5478 1.6816
C 4.0595 -2.4702 0.5320
C 5.2444 -1.4365 0.0547
C 4.5750 -0.3241 -0.9966
C 4.9524 1.2358 -0.5804
C 3.5959 2.1615 -0.4042
C 3.4471 2.7759 1.1360
C 1.8611 3.0707 1.4939
C 1.6165 3.4337 3.0923
C 1.4866 2.0204 3.9732
C -0.0463 1.9314 4.5732
C -0.6025 0.3608 4.6978
C -1.2213 -0.0292 3.2035
C -2.1105 -1.4048 3.2413
C -2.7276 -1.8534 1.7520
C -2.7466 -3.4765 1.9042
C -3.1492 -4.3542 0.6048
C -4.0735 -3.6654 -0.5351
C -1.7897 -4.9802 -0.1419
C -2.0567 -1.1348 0.4406
N -3.1604 -0.4431 -0.3768
C -4.3825 -0.3328 0.2429
C -5.7074 0.3672 -0.4178
C -5.3182 0.9351 -1.9040
O -5.0732 -0.0011 -2.8578
N -5.1534 2.3788 -2.3158
C -3.7232 2.6976 -2.7044
C -5.7219 3.3554 -1.3121
C -4.1501 -1.0008 1.7596
P -5.6518 -1.6283 2.7393
O -5.5002 -1.4801 4.4943
O -7.0499 -0.6082 2.3350
S -6.2083 -3.4530 2.3945
H 6.1920 -2.1420 2.6107
H 6.8755 -3.4977 1.4776
H 6.2708 -3.9230 3.2500
H 3.7547 -3.5172 2.5758
H 4.5255 -4.6402 1.2504
H 3.6734 -3.0799 -0.4050
H 3.1554 -1.8409 0.9857
H 5.6882 -0.8055 0.9537
H 6.0787 -1.9924 -0.5504
H 3.4146 -0.5339 -1.0145
H 4.9671 -0.5101 -2.0879
H 5.6573 1.6412 -1.4273
H 5.5450 1.3091 0.4348
H 2.6055 1.5364 -0.5979
H 3.6791 3.0815 -1.1587
H 3.8425 1.9198 1.8671
H 4.0745 3.7498 1.3095
H 1.1860 2.1237 1.2531
H 1.5059 3.9226 0.7707
H 2.5497 4.0876 3.4322
H 0.6454 4.0984 3.1670
H 1.7048 1.1576 3.2056
H 2.3283 1.9899 4.8020
H -0.1115 2.5055 5.6135
H -0.7371 2.5058 3.7941
H 0.3777 -0.2854 4.9019
H -1.3810 0.2571 5.5653
H -1.9015 0.8861 2.8527
H -0.2805 -0.0740 2.4837
H -2.9470 -1.2465 4.0499
H -1.3921 -2.2448 3.6927
H -3.3793 -3.7187 2.8876
H -1.6328 -3.7997 2.1924
H -3.7334 -5.3192 0.9964
H -4.9746 -3.0203 -0.1685
H -4.5507 -4.5521 -1.1775
H -3.4272 -3.0485 -1.3273
H -1.2631 -5.6463 0.6712
H -2.2141 -5.6612 -1.0202
H -1.1182 -4.1185 -0.5615
H -1.8032 -2.0709 -0.2559
H -1.0086 -0.6224 0.5033
H -2.8151 -0.1526 -1.3173
H -6.4939 -0.5132 -0.5955
H -6.2480 1.1336 0.2860
H -3.7306 3.1651 -3.7948
H -3.3236 3.5619 -1.9939
H -2.9950 1.7790 -2.6691
H -5.7312 4.4767 -1.6837
H -6.8152 2.9833 -1.0423
H -5.0937 3.2268 -0.3103
H -3.8726 -0.0066 2.3616
H -5.3232 -0.5066 4.6510
H -7.2465 -0.0597 3.1738
C -7.2614 -7.9454 3.6037
C -6.9105 -6.5418 3.3302
N -6.6332 -5.4329 3.1141
H -8.1164 -8.2732 3.0028
H -6.4299 -8.6216 3.3788
H -7.5274 -8.0985 4.6549
C 8.2228 3.0831 -3.0420
C 7.1877 3.7643 -2.2465
N 6.3699 4.3024 -1.6181
H 8.0484 2.0031 -3.0930
H 8.2518 3.4550 -4.0716
H 9.2214 3.2296 -2.6169
C -9.7250 -10.2284 0.7733
C -10.0038 -10.0861 2.2121
N -10.2240 -9.9737 3.3488
H -10.6015 -9.9811 0.1650
H -8.9118 -9.5692 0.4516
H -9.4321 -11.2520 0.5172
C 6.0168 1.6930 -5.8918
C 5.9611 0.8479 -4.6872
N 5.9170 0.1803 -3.7355
H 5.1787 1.4905 -6.5671
H 5.9797 2.7583 -5.6407
H 6.9377 1.5266 -6.4604
C 3.4381 4.1373 -8.4595
C 4.8433 4.2524 -8.0347
N 5.9534 4.3433 -7.6991
H 3.0729 5.0683 -8.9059
H 3.3044 3.3468 -9.2054
H 2.7788 3.9022 -7.6173
C -9.7165 1.3457 -1.4171
C -9.3655 2.7493 -1.6906
N -9.0883 3.8583 -1.9068
H -10.5714 1.0179 -2.0181
H -8.8849 0.6695 -1.6421
H -9.9825 1.1926 -0.3659
C 0.8452 0.4639 -3.0767
C 1.0079 0.7930 -4.5026
N 1.1364 1.0530 -5.6292
H 0.5887 -0.5910 -2.9316
H 1.7629 0.6543 -2.5102
H 0.0499 1.0568 -2.6128
C 7.6262 4.6586 -11.3544
C 6.3208 4.0034 -11.1673
N 5.2896 3.4858 -11.0194
H 7.8180 5.4073 -10.5784
H 8.4496 3.9375 -11.3187
H 7.6868 5.1712 -12.3203
C 0.2234 6.2827 -1.2680
C 0.4526 4.8449 -1.4882
N 0.6337 3.7090 -1.6623
H 1.1343 6.7912 -0.9348
H -0.1106 6.7839 -2.1826
H -0.5424 6.4580 -0.5050
C -0.5624 2.0480 9.4448
C 0.2338 1.4125 8.3816
N 0.8628 0.9105 7.5415
H -0.3850 1.5787 10.4184
H -0.3218 3.1112 9.5497
H -1.6364 1.9778 9.2428
C -10.7102 -1.1338 -5.0857
C -10.9889 -0.9916 -3.6469
N -11.2092 -0.8792 -2.5102
H -11.5867 -0.8865 -5.6940
H -9.8969 -0.4747 -5.4074
H -10.4172 -2.1575 -5.3418
C 8.4984 -6.3699 0.7239
C 8.8493 -4.9663 0.4504
N 9.1266 -3.8573 0.2343
H 7.6434 -6.6977 0.1230
H 9.3299 -7.0461 0.4990
H 8.2324 -6.5230 1.7751
C 1.7568 4.3404 12.7175
C 0.7085 3.3509 12.4176
N -0.1198 2.5691 12.1808
H 1.3306 5.3150 12.9783
H 2.3818 4.0250 13.5597
H 2.4221 4.4969 11.8618
C 11.1530 -2.2348 2.0813
C 12.5581 -2.1197 2.5061
N 13.6683 -2.0288 2.8417
H 10.7877 -1.3038 1.6349
H 11.0193 -3.0253 1.3354
H 10.4936 -2.4699 2.9235
C -1.4823 4.1436 -6.1686
C -0.8852 5.2653 -5.4248
N -0.4134 6.1516 -4.8371
H -0.8582 3.2452 -6.1157
H -2.4683 3.8760 -5.7742
H -1.6126 4.3849 -7.2288
*
```

***

Entry 4:
DFT (wB97M-V/def2-TZVPD) results for an isolated molecule of C4H6OS.

Results
**Gap between HOMO and LUMO**: 8.9 eV
**ΔE to the lowest compared entry with this formula, charge and spin**: 119.1 kcal per mole
**LUMO level**: 0.26 eV
**Highest occupied orbital energy**: -8.640 eV

```
! RIJCOSX wB97M-V def2-TZVPD def2/J DEFGRID3
* xyz 0 1
C -0.3902 -0.2472 -0.2739
C -1.5538 -0.4965 -0.0400
C 2.7443 1.2396 0.1384
C -2.9720 -0.7705 0.0005
O 2.0514 -1.3554 -0.9159
S 1.4947 -0.4409 0.0767
H 3.1701 1.1544 1.1723
H 1.9473 2.0538 0.1182
H 3.5936 1.3618 -0.6580
H -3.5655 0.1952 -0.0991
H -3.1085 -1.1717 1.1099
H -3.4115 -1.5225 -0.6291
*
```

***

Entry 5:
DFT (wB97M-V/def2-TZVPD) results for an isolated molecule of C3H7NO3.

Results
**SMILES**: CO[C@H](O)CN=O
**Gap between HOMO and LUMO**: 9.2 eV
**ΔE to the lowest compared entry with this formula, charge and spin**: 130.4 kcal per mole
**LUMO level**: 0.19 eV
**Highest occupied orbital energy**: -8.979 eV

```
! RIJCOSX wB97M-V def2-TZVPD def2/J DEFGRID3
* xyz 0 1
C -0.8439 1.1009 1.3375
O 0.3511 0.5023 0.8527
C 0.4265 0.1293 -0.6269
O -0.4916 0.7801 -1.4164
C 0.0946 -1.3399 -0.4866
N 1.1445 -2.2895 -0.6084
O 2.2854 -1.8716 -0.7206
H -1.6839 0.4080 1.2151
H -1.0635 2.0394 0.8291
H -0.6712 1.3126 2.3933
H 1.4813 0.2954 -0.8703
H -0.2266 1.7002 -1.5354
H -0.0447 -1.1193 0.7277
H -0.7580 -1.6479 -1.0908
*
```

***

Entry 6:
DFT (wB97M-V/def2-TZVPD) results for a cluster of 2 separate species, H4O2 in total.

Results
**SMILES**: O.O
**Gap between HOMO and LUMO**: 12.2 eV
**ΔE to the lowest compared entry with this formula, charge and spin**: 5.8 kcal per mole
**LUMO level**: 0.87 eV
**Highest occupied orbital energy**: -11.297 eV

```
! RIJCOSX wB97M-V def2-TZVPD def2/J DEFGRID3
* xyz 0 1
O 1.4798 -0.0387 -0.0667
H 1.4885 0.9341 0.0940
H 2.4285 -0.1471 -0.1912
O -1.8317 0.1396 -0.1589
H -2.3704 -0.2743 0.5396
H -1.1946 -0.6136 -0.2169
*
```

***

Entry 7:
DFT (wB97M-V/def2-TZVPD) results for a cluster of 3 separate species, C4H9ClNO5S in total.

Results
**Gap between HOMO and LUMO (spin up / spin down)**: 10.2 / 4.7 eV
**LUMO level (spin up / spin down)**: 0.31 / -5.20 eV
**Expectation value of S²**: 0.753
**Highest occupied orbital energy (spin up / spin down)**: -9.932 / -9.890 eV

```
! RIJCOSX wB97M-V def2-TZVPD def2/J DEFGRID3
* xyz 0 2
Cl -9.5207 20.3300 -21.0365
O -6.6646 15.9926 -20.1785
C -7.2550 17.0404 -20.1095
N -7.2178 18.0016 -21.0670
C -7.5519 17.6193 -18.7759
H -6.8242 17.8198 -21.9791
H -7.7735 18.8125 -20.8350
H -6.7799 18.3664 -18.5916
H -7.5205 16.7846 -18.0756
H -8.4927 18.1694 -18.7576
C -8.0793 21.3838 -24.5379
C -9.3325 20.6699 -24.9910
O -9.0302 19.6177 -25.9827
S -7.3565 19.3219 -26.0063
O -6.9693 19.6747 -27.4114
O -7.0156 18.0614 -25.4723
O -6.9597 20.5778 -24.9502
H -8.1140 21.3606 -23.4488
H -8.1356 22.4345 -24.8225
H -10.1891 21.3012 -25.2272
H -9.7080 20.0535 -24.1742
*
```

***

Entry 8:
DFT (wB97M-V/def2-TZVPD) results for a cluster of 9 separate species, C33H81N15O9 in total.

Results
**SMILES**: CC1(C)CCCC(C)(C)N1O.CC1(C)CCCC(C)(C)N1O.CC1(C)CCCC(C)(C)N1O.NC(N)=O.NC(N)=O.NC(N)=O.NC(N)=O.NC(N)=O.NC(N)=O
**Gap between HOMO and LUMO**: 9.0 eV
**ΔE to the lowest compared entry with this formula, charge and spin**: 0.0 kcal per mole
**LUMO level**: 0.33 eV
**Highest occupied orbital energy**: -8.673 eV

```
! RIJCOSX wB97M-V def2-TZVPD def2/J DEFGRID3
* xyz 0 1
C 3.5093 -5.7817 -3.0641
C 4.0920 -4.9337 -1.9679
C 3.0801 -4.6917 -0.8548
C 5.3435 -5.6614 -1.3563
C 6.0946 -4.7992 -0.3939
C 6.5942 -3.5113 -1.0017
C 5.4427 -2.7431 -1.6887
C 4.6198 -1.9872 -0.5968
C 5.9787 -1.6479 -2.6399
N 4.7150 -3.7077 -2.5878
O 3.5216 -2.9170 -3.1485
H 4.2683 -6.0336 -3.8059
H 3.1320 -6.7692 -2.7000
H 2.6736 -5.3741 -3.6714
H 3.6853 -4.4775 0.0556
H 2.4049 -3.8370 -1.0023
H 2.5408 -5.5816 -0.6358
H 4.9673 -6.5553 -0.8559
H 5.9594 -5.9753 -2.2162
H 5.3998 -4.5473 0.4322
H 6.8348 -5.3643 0.1063
H 7.4221 -3.6776 -1.7485
H 6.9857 -2.7807 -0.2576
H 3.7577 -1.4543 -1.0460
H 5.3566 -1.2982 -0.1071
H 4.2472 -2.5707 0.2652
H 6.4445 -0.7626 -2.2125
H 5.1113 -1.3311 -3.2762
H 6.7239 -2.0163 -3.3562
H 3.7346 -2.9437 -4.0736
C 0.8107 5.3453 2.6812
C 1.4766 4.1647 3.3549
C 2.7567 4.5905 4.1950
C 0.5245 3.4454 4.2824
C 0.9646 2.0554 4.6710
C 1.1377 1.1878 3.3547
C 2.1242 1.7995 2.4152
C 3.6074 1.5742 2.6518
C 1.8759 1.2068 1.0082
N 1.6798 3.2265 2.2330
O 2.5497 3.8924 1.3241
H 1.5988 5.8825 2.0566
H 0.0650 4.9521 1.9669
H 0.3527 6.0302 3.3146
H 3.2248 3.7488 4.6683
H 3.5028 5.0212 3.5289
H 2.5072 5.2560 5.0231
H 0.3745 4.1817 5.1220
H -0.4330 3.3089 3.6830
H 1.7936 2.0640 5.3892
H 0.1293 1.6126 5.2041
H 0.1380 1.1387 2.8445
H 1.5018 0.1847 3.4884
H 4.1205 2.3536 2.0923
H 3.9965 0.5662 2.4087
H 3.8088 1.7537 3.6926
H 2.6952 1.3555 0.2861
H 0.9422 1.6012 0.6338
H 1.7377 0.0722 1.1291
H 2.2384 3.7554 0.4094
C -2.2250 3.9225 -4.7020
C -1.6241 2.6801 -3.9222
C -2.3704 1.4233 -4.2808
C -0.1312 2.4580 -4.3721
C 0.7677 3.5832 -3.7599
C 0.7457 3.4761 -2.2206
C -0.6882 3.7315 -1.7053
C -0.6296 3.4118 -0.2478
C -1.0146 5.1858 -1.8557
N -1.5509 2.7675 -2.4224
O -2.8702 3.0750 -2.0127
H -2.3709 3.6764 -5.7780
H -3.1339 4.1157 -4.2296
H -1.5728 4.7534 -4.6651
H -2.2044 1.0883 -5.2753
H -1.9834 0.5640 -3.7208
H -3.4445 1.4408 -4.1252
H 0.2587 1.4942 -4.0293
H -0.1591 2.6523 -5.4341
H 1.7848 3.4505 -4.1044
H 0.3244 4.5074 -4.0357
H 1.3095 4.3180 -1.7893
H 1.2693 2.5818 -1.9384
H -1.5185 3.8605 0.2254
H 0.2814 3.8140 0.1690
H -0.6531 2.3768 0.0098
H -0.7301 5.6156 -2.8454
H -0.5946 5.8510 -1.0572
H -2.1155 5.3866 -1.7729
H -2.9808 2.6977 -1.1103
N -4.1965 -1.5317 -1.9778
C -4.9578 -1.3841 -0.8449
N -4.2559 -1.5384 0.3481
O -6.1166 -1.1223 -0.9197
H -3.2107 -1.6382 -1.8923
H -4.4829 -1.0394 -2.8066
H -4.7106 -1.7107 1.1975
H -3.2450 -1.4133 0.4841
N -6.3776 -4.4456 0.6786
C -6.0321 -3.8502 1.8295
N -6.7399 -2.7726 2.1657
O -5.0940 -4.2411 2.4999
H -5.9299 -5.2910 0.4229
H -6.9011 -4.0258 -0.0232
H -6.3370 -2.2417 2.9684
H -7.5115 -2.5014 1.5683
N -1.4796 -0.2898 0.3621
C -0.7160 -0.7757 -0.6700
N -0.7427 -0.0985 -1.8406
O -0.0490 -1.8231 -0.5515
H -1.2644 -0.4729 1.2932
H -1.9259 0.5867 0.1536
H -1.0036 0.9028 -1.9342
H 0.0362 -0.3701 -2.5065
N -3.6608 -2.1837 4.5881
C -3.7652 -1.0419 3.7835
N -2.6215 -0.4705 3.3477
O -4.9285 -0.5550 3.5675
H -4.4573 -2.7636 4.3361
H -2.7892 -2.6197 4.3011
H -1.7516 -0.9040 3.7098
H -2.5626 0.5106 3.0935
N -2.1629 -3.9158 1.4091
C -1.1582 -3.6541 2.2733
N 0.1451 -3.7540 1.7672
O -1.4112 -3.4328 3.4497
H -2.1189 -3.8917 0.3930
H -3.0718 -3.9694 1.8593
H 0.1507 -3.3754 0.8321
H 0.9076 -3.4930 2.3364
N -5.1031 1.7749 -0.8637
C -4.5831 1.7076 0.4490
N -5.4521 1.1601 1.4056
O -3.3997 2.1321 0.5994
H -5.8761 1.1813 -1.0382
H -4.3779 1.7497 -1.6127
H -6.1773 0.5770 1.0445
H -5.1499 0.7643 2.2662
*
```

***

Largest force on an atom per entry: 0.90 1.91 8.05 3.83 3.33 2.08 5.88 3.72 eV/A